# 1
An isolated ion of composition C27H30Br2F3NO11PS2 and charge -1, computed with the ωB97M-V functional and the def2-TZVPD basis.

Geometry (Å):
C1 2.4360 -0.1956 5.0616
S1 2.6510 0.9938 3.7084
O1 1.7581 2.1144 3.8131
O2 4.0143 1.4729 3.8555
C2 2.2606 0.0882 2.2021
C3 0.9342 -0.4050 2.0798
Br1 -0.5287 -0.0933 3.3880
C4 0.6161 -1.1647 0.9304
C5 1.5367 -1.4073 -0.0753
C6 2.8651 -0.9189 0.0278
S2 3.9149 -1.3880 -1.3299
O3 3.2981 -1.0954 -2.5943
O4 4.0979 -2.8100 -1.2561
C7 5.6467 -0.7494 -1.4825
F1 6.4220 -1.3661 -0.5762
F2 5.8285 0.5658 -1.4957
F3 6.0892 -1.1973 -2.6644
C8 3.1741 -0.1598 1.1567
C9 4.5522 0.4624 1.3078
C10 4.4096 2.0157 1.1117
C11 3.9348 2.4301 -0.3270
C12 5.0524 3.3048 -1.0038
O5 4.6855 4.6857 -1.1000
C13 0.9492 -2.2115 -1.2478
O6 1.4276 -3.1618 -1.8132
C14 -0.4704 -1.7695 -1.6648
C15 -0.9047 -1.6240 -2.9969
P1 0.1331 -1.9105 -4.5015
O7 0.7003 -3.4620 -4.5255
O8 1.3789 -0.8096 -4.5829
C16 -2.2313 -1.2638 -3.1968
C17 -3.1444 -1.0560 -2.1681
C18 -4.5901 -0.7070 -2.5565
C19 -5.4072 -2.0155 -2.7461
N1 -5.8794 -2.6013 -1.4722
C20 -2.7073 -1.1811 -0.8330
C21 -3.6673 -0.9497 0.3342
C22 -3.4784 0.5232 0.8849
C23 -4.6481 1.4489 0.4273
C24 -5.2122 2.3018 1.5931
O9 -4.1650 2.9241 2.3690
C25 -4.1799 2.4746 3.6709
O10 -4.3008 3.2101 4.6133
C26 -1.3795 -1.5400 -0.6323
C27 -0.8047 -1.7326 0.7703
O11 -1.3976 -2.3199 1.6413
H1 1.8395 -1.0405 4.6900
H2 1.9238 0.3037 5.8938
H3 3.4442 -0.5517 5.3137
H4 5.3392 0.1326 0.6303
H5 4.9159 0.2209 2.3182
H6 3.6526 2.4351 1.7879
H7 5.3626 2.4723 1.4111
H8 3.0829 3.1211 -0.2260
H9 3.6455 1.5792 -0.9563
H10 6.0164 3.2255 -0.4811
H11 5.2288 2.8862 -2.0145
H12 4.4412 4.8113 -2.0238
H13 0.8441 -3.6394 -5.4653
H14 1.0163 0.0446 -4.2996
H15 -2.6108 -1.1566 -4.2192
H16 -4.5204 -0.2544 -3.5610
H17 -5.0490 -0.0302 -1.8310
H18 -4.7700 -2.7678 -3.2421
H19 -6.2717 -1.8676 -3.4203
H20 -6.8906 -2.5187 -1.4074
H21 -5.7233 -3.6054 -1.4867
H22 -3.5171 -1.7027 1.1175
H23 -4.7067 -1.0628 0.0060
H24 -2.5443 0.9060 0.4537
H25 -3.4264 0.4540 1.9784
H26 -5.4974 0.8842 0.0117
H27 -4.3146 2.1465 -0.3587
H28 -5.9024 1.7281 2.2333
H29 -5.8032 3.1310 1.1678
H30 -4.0255 1.3887 3.8598
Br2 -0.8497 0.5766 6.0155

Cartesian forces (eV/Å) of the 6 atoms listed first:
0.07 -0.53 -0.88
0.44 2.02 2.35
-0.96 -0.62 -0.56
0.42 -1.36 -0.47
-1.38 -0.93 -0.63
-0.54 -0.13 -0.48

Properties
Highest occupied orbital energy (eV): -4.28
Net charge: -1
Lowest unoccupied orbital energy (eV): 1.09
Orbital gap (eV): 5.37
Multiplicity: 1

The computed Mulliken charges, all in e, follow: atom 1 (C): -1.045, atom 2 (S): 1.702, atom 3 (O): -0.673, atom 4 (O): -0.710, atom 5 (C): 0.711, atom 6 (C): -0.709, atom 7 (Br): 0.026, atom 8 (C): 0.330, atom 9 (C): 0.202, atom 10 (C): 0.008, atom 11 (S): 1.834, atom 12 (O): -0.586, atom 13 (O): -0.704, atom 14 (C): 0.105, atom 15 (F): -0.213, atom 16 (F): -0.092, atom 17 (F): -0.216, atom 18 (C): 0.058, atom 19 (C): -1.259, atom 20 (C): -0.677, atom 21 (C): -0.107, atom 22 (C): -0.802, atom 23 (O): -0.554, atom 24 (C): -1.127, atom 25 (O): -0.466, atom 26 (C): 0.848, atom 27 (C): 0.483, atom 28 (P): 0.009, atom 29 (O): -0.416, atom 30 (O): -0.410, atom 31 (C): -1.220, atom 32 (C): 0.705, atom 33 (C): -0.992, atom 34 (C): -0.650, atom 35 (N): -0.504, atom 36 (C): 0.308, atom 37 (C): -1.927, atom 38 (C): 0.547, atom 39 (C): -0.567, atom 40 (C): -0.850, atom 41 (O): -0.305, atom 42 (C): 0.205, atom 43 (O): -0.481, atom 44 (C): 0.678, atom 45 (C): -0.142, atom 46 (O): -0.569, atom 47 (H): 0.422, atom 48 (H): 0.298, atom 49 (H): 0.326, atom 50 (H): 0.325, atom 51 (H): 0.570, atom 52 (H): 0.312, atom 53 (H): 0.721, atom 54 (H): 0.358, atom 55 (H): 0.088, atom 56 (H): 0.285, atom 57 (H): 0.378, atom 58 (H): 0.331, atom 59 (H): 0.362, atom 60 (H): 0.311, atom 61 (H): 0.246, atom 62 (H): 0.536, atom 63 (H): -0.135, atom 64 (H): 0.380, atom 65 (H): 0.360, atom 66 (H): 0.214, atom 67 (H): 0.204, atom 68 (H): 0.599, atom 69 (H): 0.810, atom 70 (H): 0.229, atom 71 (H): -0.274, atom 72 (H): 0.272, atom 73 (H): 0.351, atom 74 (H): 0.395, atom 75 (H): 0.402, atom 76 (H): 0.311, atom 77 (Br): -0.776

# 2
C27H30BrF15NO7PS2Ti as an isolated structure, computed with the ωB97M-V functional and the def2-TZVPD basis.

Geometry (Å):
Ti1 -1.0590 -0.2822 0.3725
C1 -1.3496 -0.1084 2.7352
C2 -2.5607 -0.8743 2.7193
C3 -3.6273 0.0009 2.8222
C4 -3.1099 1.3238 2.9507
C5 -1.7289 1.2579 2.9174
H1 -0.3719 -0.5084 2.9589
H2 -2.6448 -1.9490 2.7303
H3 -4.6751 -0.2861 2.8015
H4 -3.6950 2.2380 3.0317
H5 -1.0549 2.0852 3.0777
C6 4.1721 -2.0256 0.5179
C7 3.2030 -1.3546 1.4951
C8 2.4022 -2.4398 2.2333
P1 2.0510 -0.0265 0.8136
C9 2.3598 0.2125 -1.0280
C10 3.6347 0.9193 -1.4994
C11 2.1276 -1.0375 -1.8763
C12 2.9219 1.4670 1.4765
C13 4.4498 1.4652 1.6010
C14 2.2938 1.7521 2.8500
H6 4.9040 -2.6180 1.0823
H7 4.7255 -1.3070 -0.0889
H8 3.6322 -2.7127 -0.1368
H9 3.7865 -0.8283 2.2490
H10 1.8959 -3.0937 1.5280
H11 1.6426 -1.9989 2.8846
H12 3.0779 -3.0471 2.8520
H13 1.5280 0.8871 -1.2308
H14 4.5270 0.3003 -1.3604
H15 3.7891 1.8800 -1.0035
H16 3.5378 1.1189 -2.5756
H17 3.0085 -1.6823 -1.9053
H18 1.8909 -0.7445 -2.9059
H19 1.2910 -1.6152 -1.5123
H20 2.6361 2.2442 0.7920
H21 4.7801 0.8377 2.4345
H22 4.7876 2.4869 1.8145
H23 4.9533 1.1230 0.6938
H24 2.4187 0.8850 3.5128
H25 1.2296 1.9474 2.7403
H26 2.7657 2.6199 3.3279
F1 1.0434 4.3656 1.3299
C15 0.6522 4.3895 0.0516
F2 1.7387 4.1178 -0.7163
F3 0.3250 5.6800 -0.2041
C16 -0.4942 3.3143 -0.2188
O1 -0.1846 2.1035 0.2642
C17 -0.7278 3.3510 -1.8137
F4 -0.1414 2.3074 -2.4050
F5 -0.2315 4.4607 -2.4300
F6 -2.0443 3.3162 -2.1469
C18 -1.8025 3.9492 0.4298
F7 -2.8628 3.1494 0.3505
F8 -2.1671 5.1315 -0.1592
F9 -1.5878 4.2271 1.7287
Br1 -6.0412 1.9510 -5.9652
C19 -4.8843 1.4803 -4.5288
C20 -5.2538 1.8019 -3.2375
C21 -4.4042 1.4524 -2.1939
C22 -3.2124 0.8123 -2.4570
C23 -2.8514 0.5096 -3.7514
C24 -3.6930 0.8405 -4.8076
C25 -2.2954 0.4858 -1.3360
O2 -1.1596 -0.0367 -1.5342
O3 -2.6269 0.6914 -0.1285
H27 -6.1851 2.3177 -3.0517
H28 -4.6419 1.6802 -1.1605
H29 -1.8994 0.0145 -3.9140
H30 -3.4245 0.6184 -5.8301
F10 -0.6001 -5.7195 3.6406
C26 -0.8761 -4.7641 2.7925
F11 -0.5143 -3.6138 3.2118
F12 -2.1396 -4.7854 2.5249
S1 -1.1613 -2.9062 0.2261
O4 -0.0503 -1.8669 0.5948
O5 -2.3172 -1.9367 0.1187
N1 -0.8410 -3.2661 -1.3760
S2 0.2913 -4.3279 -1.5273
O6 0.9228 -4.3420 -2.8160
O7 1.1378 -4.4968 -0.3613
C27 -0.6416 -5.9285 -1.5288
F13 0.1681 -6.9967 -1.4786
F14 -1.4093 -6.0507 -2.6239
F15 -1.4580 -5.9933 -0.4552

Cartesian forces (eV/Å) of the 6 atoms listed first:
2.31 1.70 4.36
-0.23 0.01 0.20
0.09 0.19 0.53
-0.16 0.24 0.15
-0.32 -0.02 0.05
0.01 -0.13 0.20

Properties
Highest occupied orbital energy (spin up / spin down) (eV): -1.63 / -1.79
Net charge: -2
Lowest unoccupied orbital energy (spin up / spin down) (eV): 3.52 / 3.52
Orbital gap (spin up / spin down) (eV): 5.16 / 5.32
Multiplicity: 3

The computed Mulliken charges, all in e, follow: atom 1 (Ti): 0.874, atom 2 (C): -0.130, atom 3 (C): -0.161, atom 4 (C): -1.112, atom 5 (C): -0.456, atom 6 (C): -1.301, atom 7 (H): 0.943, atom 8 (H): 0.238, atom 9 (H): 0.386, atom 10 (H): 0.399, atom 11 (H): 0.473, atom 12 (C): -1.583, atom 13 (C): 1.004, atom 14 (C): -1.473, atom 15 (P): 1.442, atom 16 (C): 1.918, atom 17 (C): -2.048, atom 18 (C): -1.560, atom 19 (C): 0.632, atom 20 (C): -1.838, atom 21 (C): -1.256, atom 22 (H): 0.421, atom 23 (H): 0.359, atom 24 (H): 0.109, atom 25 (H): 0.342, atom 26 (H): 0.090, atom 27 (H): 0.237, atom 28 (H): 0.552, atom 29 (H): -0.970, atom 30 (H): 0.220, atom 31 (H): 0.376, atom 32 (H): 0.454, atom 33 (H): 0.432, atom 34 (H): 0.439, atom 35 (H): 0.007, atom 36 (H): -0.172, atom 37 (H): 0.412, atom 38 (H): 0.421, atom 39 (H): 0.324, atom 40 (H): 0.274, atom 41 (H): 0.008, atom 42 (H): 0.415, atom 43 (F): -0.255, atom 44 (C): 0.292, atom 45 (F): -0.280, atom 46 (F): -0.280, atom 47 (C): 0.897, atom 48 (O): -0.733, atom 49 (C): 0.270, atom 50 (F): -0.162, atom 51 (F): -0.332, atom 52 (F): -0.280, atom 53 (C): 0.021, atom 54 (F): -0.024, atom 55 (F): -0.330, atom 56 (F): -0.274, atom 57 (Br): -0.247, atom 58 (C): 0.163, atom 59 (C): -0.790, atom 60 (C): -0.223, atom 61 (C): -0.254, atom 62 (C): -0.274, atom 63 (C): -0.740, atom 64 (C): 1.121, atom 65 (O): -0.324, atom 66 (O): -0.606, atom 67 (H): 0.421, atom 68 (H): 0.556, atom 69 (H): 0.546, atom 70 (H): 0.430, atom 71 (F): -0.254, atom 72 (C): 0.448, atom 73 (F): -0.130, atom 74 (F): -0.158, atom 75 (S): 1.419, atom 76 (O): 0.008, atom 77 (O): -0.589, atom 78 (N): -0.404, atom 79 (S): 0.774, atom 80 (O): -0.660, atom 81 (O): -0.706, atom 82 (C): 0.541, atom 83 (F): -0.243, atom 84 (F): -0.248, atom 85 (F): -0.249